{"formula": "C38H46N3P2PtS2Si", "method": "the ωB97M-V functional and the def2-TZVPD basis", "elements": ["Pt", "C", "Si", "C", "C", "C", "C", "C", "C", "N", "C", "S", "H", "H", "H", "H", "H", "H", "H", "H", "H", "H", "H", "H", "C", "P", "C", "C", "C", "C", "C", "C", "C", "C", "C", "C", "C", "C", "P", "C", "C", "C", "C", "C", "C", "C", "C", "C", "C", "C", "C", "H", "H", "H", "H", "H", "H", "H", "H", "H", "H", "H", "H", "H", "H", "H", "H", "H", "H", "H", "H", "H", "H", "C", "C", "N", "C", "S", "N", "C", "C", "H", "H", "H", "H", "H", "H", "H", "H", "H", "H", "H", "H"], "coordinates": [[-0.731, 0.533, -0.919], [5.116, 0.558, 1.214], [5.048, 1.090, -0.559], [5.074, -0.372, -1.718], [6.386, 2.322, -0.937], [3.359, 1.992, -0.819], [3.423, 3.337, -1.245], [2.307, 4.071, -1.546], [1.067, 3.443, -1.464], [0.960, 2.190, -1.076], [2.061, 1.493, -0.717], [1.541, -0.187, -0.278], [6.056, 0.039, 1.412], [4.309, -0.133, 1.441], [5.062, 1.410, 1.896], [6.020, -0.907, -1.612], [4.994, -0.055, -2.759], [4.271, -1.084, -1.516], [7.360, 1.846, -0.802], [6.357, 3.188, -0.274], [6.345, 2.671, -1.971], [4.395, 3.800, -1.354], [2.377, 5.096, -1.880], [0.147, 3.950, -1.732], [0.204, 0.400, 2.296], [-1.073, 1.118, 1.214], [-2.696, 0.574, 1.724], [-3.245, -0.542, 1.085], [-4.515, -0.973, 1.430], [-5.227, -0.305, 2.418], [-4.673, 0.791, 3.070], [-3.409, 1.238, 2.724], [-1.000, 2.912, 1.373], [0.178, 3.606, 1.656], [0.193, 4.991, 1.629], [-0.960, 5.695, 1.305], [-2.128, 5.012, 0.992], [-2.149, 3.626, 1.019], [0.942, -1.100, 1.621], [2.162, -1.689, 2.740], [2.803, -0.842, 3.656], [3.753, -1.363, 4.511], [4.088, -2.712, 4.440], [3.471, -3.551, 3.520], [2.509, -3.047, 2.666], [-0.277, -2.403, 1.422], [-0.969, -2.718, 2.597], [-1.899, -3.744, 2.600], [-2.124, -4.475, 1.443], [-1.418, -4.183, 0.284], [-0.499, -3.146, 0.259], [-0.221, 0.191, 3.282], [0.993, 1.139, 2.450], [-2.675, -1.082, 0.333], [-4.950, -1.829, 0.933], [-6.220, -0.640, 2.685], [-5.229, 1.298, 3.846], [-2.986, 2.098, 3.228], [1.104, 3.094, 1.891], [1.104, 5.523, 1.867], [-0.949, 6.777, 1.299], [-3.026, 5.558, 0.740], [-3.066, 3.105, 0.777], [2.548, 0.208, 3.723], [4.236, -0.723, 5.236], [4.834, -3.112, 5.114], [3.735, -4.599, 3.478], [2.015, -3.702, 1.959], [-0.778, -2.172, 3.514], [-2.432, -3.983, 3.511], [-2.831, -5.294, 1.454], [-1.562, -4.795, -0.598], [0.076, -2.969, -0.637], [-4.496, 0.889, -4.903], [-3.188, 0.432, -5.524], [-2.692, -0.812, -4.909], [-1.880, -0.918, -3.877], [-1.184, 0.544, -3.222], [-1.555, -2.114, -3.397], [-2.006, -3.390, -3.967], [-3.417, -3.763, -3.536], [-4.831, 1.805, -5.389], [-4.371, 1.093, -3.838], [-5.276, 0.139, -5.029], [-2.414, 1.190, -5.435], [-3.307, 0.220, -6.585], [-3.067, -1.667, -5.295], [-0.845, -2.120, -2.684], [-1.292, -4.146, -3.647], [-1.910, -3.347, -5.055], [-3.461, -3.926, -2.460], [-3.729, -4.679, -4.037], [-4.141, -2.985, -3.782]], "forces_ev_per_angstrom": [[0.01, -0.25, -0.70], [0.10, 0.06, 0.10], [0.09, -0.13, -0.08], [-0.07, 0.06, 0.01], [-0.09, -0.01, -0.07], [-0.20, -0.38, 0.25], [0.25, -0.22, -0.06], [-0.37, 0.07, -0.10], [0.02, 0.27, -0.31], [0.03, -0.57, 0.58], [0.16, 1.35, 0.53], [-0.05, -2.02, -1.66], [-0.01, -0.02, 0.01], [-0.16, -0.17, 0.13], [-0.03, -0.02, 0.01], [0.00, 0.01, 0.02], [0.00, 0.00, -0.01], [0.01, 0.01, 0.01], [-0.01, -0.03, 0.01], [0.02, 0.00, 0.01], [0.04, 0.01, 0.00], [-0.01, -0.03, 0.03], [-0.01, 0.01, 0.05], [0.01, -0.03, 0.00], [-0.27, -0.07, 0.89], [-0.28, 0.58, -0.12], [0.09, -0.24, 0.00], [-0.05, 0.04, 0.04], [-0.02, -0.04, 0.01], [-0.01, -0.03, -0.02], [0.03, 0.02, 0.03], [0.01, -0.05, 0.07], [0.03, -0.09, -0.05], [0.02, -0.02, 0.09], [-0.01, 0.00, 0.03], [-0.01, -0.01, 0.00], [0.01, 0.02, 0.01], [0.00, -0.03, -0.01], [0.12, 1.45, 0.96], [0.40, -0.06, -0.25], [-0.09, 0.05, 0.00], [0.01, 0.03, 0.00], [0.00, -0.03, 0.00], [0.01, -0.01, 0.01], [-0.01, 0.02, -0.01], [-0.04, -0.05, -0.66], [0.10, 0.29, 0.13], [0.04, 0.03, -0.01], [0.02, -0.01, -0.02], [-0.01, -0.08, -0.08], [0.10, 0.06, 0.15], [-0.05, 0.05, 0.01], [0.10, -0.10, -0.08], [-0.03, 0.04, -0.04], [0.00, 0.01, 0.00], [0.00, 0.00, 0.00], [0.00, 0.01, -0.01], [-0.01, 0.01, -0.01], [-0.02, -0.05, 0.03], [0.00, 0.00, 0.01], [0.00, 0.00, -0.01], [0.00, 0.00, -0.01], [-0.01, 0.01, -0.01], [0.04, -0.01, -0.01], [-0.01, 0.01, 0.00], [0.00, 0.00, 0.00], [0.00, 0.00, -0.01], [0.02, -0.02, 0.01], [-0.03, -0.03, 0.01], [0.01, 0.03, 0.00], [-0.01, 0.00, -0.01], [0.00, 0.05, 0.00], [0.09, 0.13, -0.09], [0.02, 0.00, 0.00], [-0.02, 0.03, -0.02], [0.00, 0.00, 0.01], [-0.01, -0.08, -0.05], [-0.01, 0.18, 0.27], [0.04, 0.03, -0.04], [0.01, -0.06, 0.02], [0.01, 0.01, -0.03], [0.00, -0.01, 0.00], [0.00, 0.00, 0.00], [0.00, 0.00, 0.01], [0.01, 0.00, 0.00], [-0.01, -0.01, 0.00], [0.01, -0.01, 0.02], [-0.04, 0.02, 0.01], [0.00, 0.02, 0.02], [-0.01, 0.03, 0.00], [-0.01, 0.00, 0.02], [0.00, -0.01, 0.02], [-0.01, -0.01, 0.00]], "total_charge": 3, "fmax_ev_per_a": 2.6, "e_tot_ha": -3526.9569, "gap_ev": [6.37, 6.56], "homo_ev": [-16.13, -16.38], "relative_energy_ev": 0.000}

***

{"formula": "C2H4N2", "method": "the ωB97M-V functional and the def2-TZVPD basis", "elements": ["C", "C", "N", "N", "H", "H", "H", "H"], "coordinates": [[-2.064, 0.315, -0.116], [-1.281, -0.577, 0.090], [1.517, 0.185, -0.144], [0.833, -0.929, -0.060], [-2.958, 0.878, -0.222], [1.614, 0.838, 0.628], [1.535, 0.579, -1.074], [0.803, -1.288, 0.896]], "forces_ev_per_angstrom": [[-1.24, 0.35, -0.04], [3.59, -0.60, 0.04], [-0.31, -0.17, 0.16], [-1.88, -0.02, 0.04], [-0.01, 0.27, -0.08], [-0.23, -0.15, -0.09], [0.03, -0.01, 0.12], [0.05, 0.32, -0.15]], "total_charge": 0, "fmax_ev_per_a": 3.6, "e_tot_ha": -187.8960, "gap_ev": [8.82, 8.83], "homo_ev": [-9.18, -9.18], "relative_energy_ev": 6.049}

***

{"formula": "CFMnO4S", "method": "the ωB97M-V functional and the def2-TZVPD basis", "elements": ["S", "F", "O", "O", "C", "O", "O", "Mn"], "coordinates": [[0.559, -0.784, -0.071], [0.606, -0.824, 1.603], [0.285, -2.173, -0.443], [-0.772, 0.070, -0.268], [-2.239, -0.395, 0.133], [-2.982, 0.147, -0.690], [-2.341, -1.229, 0.991], [-2.599, 1.311, -2.402]], "forces_ev_per_angstrom": [[-1.95, -1.02, 0.25], [0.02, 0.11, -0.83], [0.58, 1.40, 0.37], [1.33, -0.45, 0.63], [-0.30, -1.37, -0.75], [-0.09, 0.32, 0.47], [0.39, 0.95, -0.10], [0.03, 0.05, -0.04]], "spin_multiplicity": 6, "total_charge": -1, "fmax_ev_per_a": 2.2, "e_tot_ha": -1988.1017, "gap_ev": [5.37, 4.44], "homo_ev": [-2.08, -1.15], "s_squared": 8.7644, "relative_energy_ev": 0.052}